Here is a cluster of 13 separate species, C89H186F19N9O14PS4 in total in a non-equilibrium geometry from the OMol25 dataset. Energies are from the ωB97M-V functional and the def2-TZVPD basis.

Summary:
* lowest unoccupied orbital energy: -2.90 eV
* gap between HOMO and LUMO: 3.9 eV

Structure (ORCA input):
```
! wB97M-V def2-TZVPD RIJCOSX def2/J DEFGRID3
* xyz 1 1
C 22.0481 23.6712 22.3029
C 23.4711 24.0790 22.5141
C 23.7855 25.4642 21.8410
C 23.0016 26.6881 22.4069
N 23.3040 28.0181 21.5803
C 22.5788 29.1744 22.4028
C 23.6118 30.2299 22.6211
C 24.7672 29.9723 21.6651
C 24.7857 28.4439 21.6566
C 22.8160 28.0296 20.1286
C 21.2908 27.8130 19.9962
C 20.9154 27.6388 18.4774
H 21.3854 24.1002 23.0545
H 22.0099 22.5820 22.2879
H 21.6008 24.0629 21.3893
H 24.1167 23.2608 22.1950
H 23.5340 24.3051 23.5785
H 23.6617 25.2880 20.7725
H 24.8545 25.6145 21.9919
H 23.2445 26.9073 23.4467
H 21.9362 26.4588 22.4300
H 21.6845 29.6688 22.0236
H 22.2742 28.8126 23.3848
H 23.2535 31.2550 22.5269
H 23.9887 30.1273 23.6386
H 24.5242 30.3501 20.6720
H 25.7064 30.4078 22.0062
H 25.4029 27.9714 20.8924
H 25.2182 28.2057 22.6284
H 23.1994 27.0820 19.7500
H 23.2617 28.8734 19.6019
H 20.7458 28.6232 20.4805
H 21.0043 26.8840 20.4892
H 19.8544 27.4177 18.3615
H 21.4479 26.8100 18.0108
H 21.1122 28.5628 17.9337
C 26.2584 30.2914 18.1103
C 25.2058 30.8114 17.0534
C 25.4332 30.0582 15.7609
C 24.9418 28.6491 15.7669
N 25.6532 27.7358 14.7067
C 27.1592 27.6336 15.2647
C 28.0644 28.2670 14.2109
C 27.2302 28.3399 12.9092
C 25.7962 28.3676 13.2961
C 24.9133 26.3724 14.6094
C 25.6158 25.3820 13.6076
C 24.8432 24.0066 13.5502
H 25.8279 29.4621 18.6716
H 26.5533 31.1292 18.7421
H 27.2142 29.9216 17.7391
H 25.2667 31.8838 16.8680
H 24.1987 30.4715 17.2951
H 26.5025 30.1403 15.5661
H 24.7816 30.5805 15.0603
H 23.8746 28.5490 15.5691
H 25.0782 28.1592 16.7310
H 27.2386 26.5506 15.3593
H 27.3034 27.9448 16.2994
H 28.9856 27.6994 14.0792
H 28.4859 29.2415 14.4573
H 27.3634 27.5103 12.2148
H 27.5186 29.2701 12.4197
H 25.1385 27.8772 12.5784
H 25.4205 29.3796 13.4472
H 23.9386 26.8029 14.3799
H 24.8082 25.9376 15.6034
H 26.6684 25.2359 13.8500
H 25.6200 25.7808 12.5932
H 24.9903 23.4963 14.5021
H 25.2921 23.3434 12.8107
H 23.8115 24.1133 13.2152
C 21.5221 26.0162 26.2007
C 20.0077 25.7816 26.3471
C 19.5871 24.3468 26.1623
C 18.1583 23.9692 26.4004
N 17.9345 22.3975 26.3024
C 16.4462 21.9897 26.6146
C 16.1546 20.7629 25.7342
C 17.2115 20.6898 24.6450
C 18.0096 21.9625 24.7684
C 18.9076 21.4954 27.1510
C 18.8462 21.5892 28.7273
C 19.3193 20.2981 29.4102
H 21.6288 27.0986 26.1297
H 21.9186 25.5623 25.2925
H 22.1724 25.6966 27.0150
H 19.4791 26.4836 25.7021
H 19.7580 25.9815 27.3891
H 20.1669 23.6914 26.8122
H 19.7971 24.1710 25.1073
H 17.4574 24.4557 25.7220
H 17.7828 24.1924 27.3990
H 16.4031 21.6584 27.6521
H 15.7654 22.8353 26.5167
H 16.3316 19.8879 26.3596
H 15.1781 20.8172 25.2531
H 17.9609 19.9011 24.7112
H 16.8145 20.6247 23.6319
H 19.0636 21.9110 24.4954
H 17.4983 22.7248 24.1805
H 19.9052 21.7374 26.7846
H 18.5070 20.5609 26.7580
H 17.8293 21.8895 28.9800
H 19.4352 22.4061 29.1442
H 20.3254 20.0165 29.0996
H 18.6808 19.4842 29.0666
H 19.2340 20.3352 30.4962
C 19.9513 21.2617 13.5300
C 20.7130 22.3859 12.8220
C 20.3766 23.7808 13.4132
C 19.0286 24.3111 12.7990
N 18.7801 25.8652 13.0010
C 17.4365 26.2336 12.3912
C 17.6909 26.4628 10.8754
C 19.1713 26.7644 10.8355
C 19.7027 26.7804 12.2858
C 18.8102 26.1827 14.5524
C 17.6826 25.4264 15.3811
C 17.6147 25.7827 16.9369
H 18.8677 21.3728 13.5693
H 20.2838 21.1660 14.5637
H 20.1540 20.2783 13.1058
H 20.4517 22.4510 11.7658
H 21.7832 22.1873 12.8807
H 21.1487 24.5251 13.2185
H 20.3374 23.5746 14.4828
H 18.2045 23.7552 13.2459
H 18.9213 24.0875 11.7376
H 17.1024 27.1655 12.8474
H 16.8061 25.3656 12.5841
H 17.0764 27.1360 10.2778
H 17.4712 25.4683 10.4873
H 19.3797 27.7392 10.3947
H 19.7275 26.1089 10.1654
H 19.4866 27.7784 12.6671
H 20.7229 26.5311 12.5776
H 18.7549 27.2708 14.5189
H 19.8326 25.8999 14.8033
H 17.7365 24.3388 15.4299
H 16.6917 25.5007 14.9331
H 18.5528 25.6721 17.4808
H 17.0199 25.1377 17.5836
H 17.2962 26.8073 17.1289
C 30.4189 22.1618 22.7306
C 28.9787 21.7374 22.5596
C 28.6236 21.3395 21.2196
C 29.1365 19.9908 20.7721
N 29.5525 19.7944 19.2179
C 30.8672 20.5770 18.9728
C 32.0276 19.6554 19.4541
C 31.4587 18.2471 19.1037
C 29.9341 18.3956 18.8902
C 28.4103 20.3764 18.3225
C 26.9918 19.5956 18.3218
C 25.8383 20.4680 17.6947
H 30.8437 22.9899 22.1632
H 31.1897 21.3966 22.6393
H 30.5758 22.5379 23.7416
H 28.3962 22.5771 22.9387
H 28.9206 20.9010 23.2561
H 28.8213 22.1583 20.5278
H 27.5345 21.3828 21.2295
H 28.3846 19.2090 20.8796
H 30.0452 19.6638 21.2774
H 31.0693 20.8273 17.9314
H 30.8196 21.4352 19.6431
H 33.0048 19.9028 19.0394
H 32.1896 19.7415 20.5286
H 32.1425 17.9826 18.2971
H 31.5700 17.4613 19.8508
H 29.8260 18.4205 17.8059
H 29.2339 17.7207 19.3825
H 28.8528 20.3623 17.3264
H 28.1853 21.4139 18.5694
H 26.6880 19.3583 19.3413
H 27.2048 18.6681 17.7903
H 25.7807 20.4582 16.6063
H 25.8212 21.5083 18.0197
H 24.9274 19.9118 17.9159
C 23.3630 23.3942 17.1146
C 22.0307 23.7802 17.6296
C 20.9999 22.6666 17.6576
C 21.3138 21.7680 18.9371
N 20.2636 20.6286 18.9900
C 20.6255 19.4602 20.0060
C 21.5622 18.5641 19.3461
C 21.4197 18.9097 17.8459
C 20.2224 19.7612 17.7135
C 18.8311 21.1598 19.4054
C 18.7225 21.8720 20.7634
C 17.2506 22.1323 21.0921
H 23.3270 22.5946 16.3747
H 23.9896 23.0583 17.9409
H 23.8098 24.2992 16.7028
H 21.7658 24.5994 16.9611
H 22.1269 24.2387 18.6138
H 20.9342 22.2615 16.6478
H 20.0664 23.1925 17.8581
H 21.3306 22.2787 19.8999
H 22.2360 21.1881 18.9003
H 19.6932 18.9945 20.3252
H 21.1096 19.9767 20.8349
H 21.3709 17.5046 19.5161
H 22.5886 18.6943 19.6889
H 21.3443 18.0391 17.1944
H 22.1672 19.5670 17.4015
H 19.3174 19.1566 17.7739
H 20.0425 20.2936 16.7795
H 18.1577 20.3042 19.3555
H 18.6129 21.7690 18.5282
H 19.3032 22.7891 20.8624
H 19.0474 21.1276 21.4904
H 17.1850 22.9040 21.8590
H 16.8386 21.2218 21.5273
H 16.6713 22.4469 20.2240
C 27.9306 11.7828 22.9578
C 27.0499 11.6690 21.7255
C 25.7327 12.5692 21.7614
C 25.8862 14.0383 21.9368
N 24.4739 14.7012 21.9166
C 23.4011 13.8672 22.7591
C 23.7467 14.2133 24.2252
C 24.2894 15.6121 24.2839
C 24.4001 16.0331 22.7386
C 23.8573 14.9846 20.5035
C 24.5634 16.1184 19.6982
C 24.1562 16.2318 18.2195
H 27.4257 11.6864 23.9189
H 28.3922 12.7624 23.0824
H 28.8067 11.1345 22.9750
H 26.7392 10.6279 21.6375
H 27.5486 11.9992 20.8143
H 25.0599 11.9832 22.3874
H 25.4317 12.5116 20.7154
H 26.5892 14.5941 21.3163
H 26.3866 14.0280 22.9051
H 22.4233 14.3333 22.6374
H 23.3684 12.8232 22.4476
H 22.9259 14.2338 24.9421
H 24.3974 13.5065 24.7401
H 23.6689 16.3896 24.7295
H 25.2380 15.5936 24.8203
H 23.6373 16.7568 22.4514
H 25.3355 16.5904 22.6884
H 22.8008 15.2521 20.4840
H 24.0466 14.0379 19.9976
H 25.6384 15.9393 19.6757
H 24.4623 17.0660 20.2272
H 24.6934 16.9835 17.6411
H 23.1191 16.4481 17.9630
H 24.3156 15.2479 17.7784
P 26.6268 25.0648 18.8638
F 25.4116 24.1790 19.4496
F 26.5026 24.2740 17.4464
F 25.5136 26.1392 18.3122
F 27.8640 25.9889 18.1979
F 26.7969 25.9498 20.2594
F 27.6822 23.9245 19.3331
N 17.2935 27.5125 21.5884
S 18.1896 26.8294 22.8590
O 19.6106 27.1535 22.7957
O 17.8704 25.5313 23.4570
F 17.6046 27.7785 24.0376
S 17.2799 26.2555 20.8735
O 16.1578 25.3806 21.1369
O 18.4934 25.6151 20.4075
F 16.8186 26.9448 19.5137
N 13.3731 22.5145 24.5716
S 13.0328 21.4398 23.2552
O 11.8509 21.6493 22.4638
O 13.6473 20.0998 23.3331
F 14.1250 22.1781 22.2880
S 12.2108 21.9586 25.3641
O 12.0567 20.4912 25.5034
O 11.0016 22.7943 25.4530
F 12.8730 22.2042 26.8139
C 16.1890 21.3305 16.5249
O 15.0122 20.7273 17.0938
O 17.2029 20.3407 16.3895
C 15.7091 22.0195 15.1706
F 14.9792 23.1598 15.3956
F 16.6250 22.4092 14.2524
F 14.8989 21.2392 14.5163
C 14.8711 20.8917 18.5040
C 13.7318 19.8607 18.8723
H 13.5208 19.9217 19.9400
H 12.7922 20.0114 18.3409
H 14.0591 18.8633 18.5787
H 14.5162 21.8756 18.8107
H 15.7359 20.5471 19.0709
H 16.5328 22.1527 17.1524
C 19.4789 14.6125 18.5547
O 18.1689 15.1436 18.7954
O 20.2606 14.8981 19.6862
C 19.4399 13.2300 17.6764
F 18.8255 12.1758 18.3238
F 18.7104 13.4366 16.5919
F 20.6166 12.7398 17.3282
C 18.0263 16.5652 18.5974
C 16.5378 16.6974 18.3991
H 16.2660 17.7527 18.4216
H 16.3449 16.3912 17.3709
H 15.9356 16.0454 19.0319
H 18.5537 16.9952 17.7458
H 18.1388 17.1858 19.4864
H 19.9274 15.2020 17.7551
C 21.7812 19.7067 24.2746
O 22.5676 19.5262 23.0349
O 21.4438 21.0552 24.4647
C 20.5638 18.7485 24.1600
F 20.9071 17.4002 24.1122
F 19.7099 18.7699 25.1469
F 19.8940 19.0431 22.9608
C 23.9673 19.8722 23.1186
C 24.6241 19.5929 21.8339
H 25.6366 19.9892 21.7571
H 24.6836 18.5431 21.5468
H 24.1440 20.1412 21.0234
H 24.6260 19.5107 23.9083
H 23.9022 20.9531 23.2428
H 22.4203 19.3795 25.0946
*
```